ORCA calculation (ωB97M-V with the def2-TZVPD basis set) on an isolated molecule of C4H7NO2.

Geometry as XYZ:
```
14
C4H7NO2 (ωB97M-V with the def2-TZVPD basis set)
C 0.0723 -0.9048 2.2036
C -0.8280 -0.6696 0.9714
O -1.9429 -1.0983 0.8985
C -0.0232 0.2031 0.0480
N -0.2357 0.2568 -1.2588
C 0.4878 1.0973 -2.1256
O -0.9636 -0.5542 -1.8038
H -0.1971 -0.3697 3.1212
H 1.0738 -0.6856 1.8315
H 0.0637 -1.9822 2.4589
H 0.5487 0.9319 0.6746
H 1.4309 1.3788 -1.6530
H 0.7079 0.5317 -2.9943
H -0.1946 1.8649 -2.3720
```

The HOMO energy (spin up / spin down) comes out at -9.17 / -9.17 eV. The HOMO-LUMO gap (spin up / spin down) is 9.18 / 9.17 eV. As for the structure (SMILES): CC(=O)/C=[N+](/C)[O-]. The spin multiplicity is 1. For the relative energy (zero: lowest compared OMol25 entry of this formula, charge and spin), the calculation gives 91.88 kcal per mole.

---

ORCA calculation (ωB97M-V with the def2-TZVPD basis set) on C6H44B5N12NiO6V as an isolated structure.

Geometry as XYZ:
```
75
C6H44B5N12NiO6V (ωB97M-V with the def2-TZVPD basis set)
Ni 2.0993 -0.6040 1.0982
V -1.8345 -1.2116 -0.2075
B 4.2333 -0.3803 0.3649
H 3.9524 -1.0401 1.1711
H 3.3858 -0.3843 -0.3029
H 4.3846 0.6213 0.7365
H 5.1688 -0.5871 -0.1315
B -1.2585 -1.6166 -2.4982
H -1.2395 -0.5489 -2.3435
H -2.2758 -1.9746 -2.5327
H -0.7449 -1.8869 -3.4078
H -0.7803 -1.9709 -1.5982
B 0.2465 -0.0722 0.2563
H 1.1481 0.1922 -0.2741
H 0.1520 0.5552 1.1292
H -0.5375 0.2060 -0.4308
H 0.1928 -1.1217 0.5008
B 1.9522 -1.4661 3.0288
H 1.1349 -0.7928 2.8215
H 2.8473 -0.9337 3.3111
H 1.7461 -2.0068 3.9395
H 2.1748 -2.1324 2.2098
B -3.1759 -0.1390 1.7497
H -4.0431 0.4383 1.4688
H -3.2134 -1.1804 1.4701
H -2.2706 0.2625 1.3212
H -3.0447 -0.0712 2.8185
C -0.6696 -3.7992 1.4906
O -1.1508 -2.9257 0.8162
N 0.0393 -3.7383 2.5646
N -0.7158 -5.0293 1.2499
H 0.2468 -2.8349 2.9658
H 0.4800 -4.5599 2.9531
H -0.1146 -5.7054 1.6990
H -1.2234 -5.3230 0.4275
C -4.1339 0.9067 -1.6692
O -3.4070 0.0533 -1.2134
N -5.2433 1.1564 -1.1567
N -3.7967 1.5627 -2.7245
H -5.4606 0.6568 -0.3062
H -5.9088 1.8781 -1.3940
H -4.3503 2.3475 -3.0370
H -2.9900 1.1328 -3.1541
C 0.9633 3.1113 -2.1666
O -0.1543 3.5329 -1.8331
N 1.3493 1.8734 -1.9276
N 1.7605 3.8394 -2.9194
H 2.2533 1.5791 -2.2684
H 0.8388 1.1464 -1.4468
H 1.5629 4.8049 -3.1404
H 2.4781 3.3018 -3.3844
C 2.5889 2.4526 1.9712
O 2.4894 1.2699 2.1281
N 1.9643 3.0321 1.0514
N 3.4222 3.2339 2.5063
H 2.2787 3.9659 0.8298
H 1.3615 2.5356 0.4108
H 4.2227 2.9742 3.0647
H 3.4548 4.1773 2.1472
C -3.2093 3.2161 0.6592
O -4.0452 2.9526 1.5022
N -3.1174 4.1263 -0.3136
N -2.1673 2.4331 0.4260
H -3.8300 4.8336 -0.4234
H -2.4763 3.8974 -1.0598
H -2.1806 1.5666 0.9447
H -1.4223 2.6777 -0.2106
C 2.1098 -3.1473 -1.1234
O 2.0625 -2.2374 -0.2998
N 2.6980 -4.2318 -0.8674
N 1.7732 -3.1539 -2.3852
H 2.7601 -4.9402 -1.5846
H 3.2987 -4.2968 -0.0580
H 1.0748 -2.4357 -2.5144
H 1.8353 -4.0234 -2.8953
```

The HOMO energy (spin up / spin down) comes out at -4.43 / -5.81 eV. The HOMO-LUMO gap (spin up / spin down) is 6.70 / 8.07 eV. The spin multiplicity is 6. The charge is -1.

---

ORCA calculation (ωB97M-V with the def2-TZVPD basis set) on a 11-piece molecular cluster, C21H54O11 overall.

Geometry as XYZ:
```
86
C21H54O11 (ωB97M-V with the def2-TZVPD basis set)
C 5.1747 -2.2526 -15.7933
C 5.6402 -2.0723 -14.3697
C 6.1008 -3.2998 -13.6461
O 5.7678 -0.9729 -13.8887
H 4.6276 -3.1697 -15.9934
H 6.0237 -2.1507 -16.4710
H 4.5060 -1.4326 -16.0712
H 7.1788 -3.4048 -13.8005
H 5.6045 -4.2035 -13.9944
H 5.9284 -3.2131 -12.5723
C 8.9447 -6.0181 -17.1979
C 7.4762 -5.7270 -17.3517
C 6.7217 -6.6065 -18.3134
O 6.9484 -4.8475 -16.7112
H 9.5348 -5.1283 -17.4170
H 9.3076 -6.8215 -17.8399
H 9.1421 -6.3564 -16.1796
H 5.7024 -6.2742 -18.4839
H 6.7332 -7.6223 -17.9108
H 7.2699 -6.6134 -19.2576
C 8.6329 -2.2344 -18.4667
C 8.6999 -2.0124 -19.9550
C 9.3975 -0.7565 -20.4244
O 8.1847 -2.7723 -20.7414
H 7.8591 -2.9304 -18.1475
H 8.5847 -1.2704 -17.9614
H 9.5582 -2.7397 -18.1603
H 8.9263 0.1453 -20.0328
H 9.2491 -0.7120 -21.5035
H 10.4474 -0.8101 -20.1393
C 7.3682 -6.6540 -13.9044
C 7.6663 -6.6180 -12.4148
C 8.9621 -5.9831 -11.9660
O 6.8864 -7.0924 -11.6216
H 7.9232 -7.4992 -14.3112
H 7.6949 -5.7074 -14.3498
H 6.3128 -6.6292 -14.1666
H 9.1777 -5.0545 -12.4952
H 9.7807 -6.6544 -12.2448
H 8.8591 -5.9029 -10.8878
C 14.1391 -1.1702 -14.4257
C 13.3388 -1.2805 -13.1583
C 14.1732 -1.2608 -11.8997
O 12.1383 -1.3342 -13.2144
H 14.9139 -0.3981 -14.4600
H 13.4577 -0.8975 -15.2358
H 14.6812 -2.0870 -14.6681
H 14.4143 -0.1970 -11.7931
H 15.0447 -1.8896 -12.0519
H 13.6531 -1.5091 -10.9760
C 9.5374 -2.2802 -15.1514
O 9.7560 -2.6365 -13.8001
H 9.0483 -1.3082 -15.2726
H 10.4951 -2.2909 -15.6873
H 8.8814 -3.0275 -15.6079
H 10.5431 -2.1431 -13.5047
C 8.5283 -0.1337 -12.0215
O 8.1847 0.3535 -13.2995
H 9.5978 0.0317 -11.8732
H 8.0721 0.4154 -11.1919
H 8.3325 -1.2019 -11.9354
H 7.3550 -0.0739 -13.5594
C 10.5304 -3.1397 -10.6021
O 10.1159 -2.9077 -9.2613
H 9.7163 -2.9204 -11.2968
H 11.4103 -2.5584 -10.8683
H 10.8274 -4.1884 -10.7258
H 9.3504 -3.4671 -9.1071
C 10.2247 1.5933 -15.8769
O 9.6840 0.8551 -16.9602
H 11.1849 2.0700 -16.1308
H 9.5180 2.3802 -15.6201
H 10.4143 0.9599 -15.0042
H 10.1137 -0.0091 -16.9503
C 11.9323 -5.2636 -14.7100
O 13.2192 -5.8200 -14.9807
H 11.6597 -5.5306 -13.6944
H 11.9098 -4.1772 -14.8533
H 11.1844 -5.5690 -15.4483
H 13.7101 -5.1665 -15.4832
C 12.5403 -2.0393 -18.1523
O 11.9153 -0.8627 -17.6347
H 13.5430 -2.1587 -17.7295
H 11.9673 -2.8772 -17.7539
H 12.5557 -1.9869 -19.2407
H 12.5497 -0.1448 -17.5653
```

The HOMO energy comes out at -9.42 eV. The HOMO-LUMO gap is 9.41 eV. As for the structure (SMILES): CC(C)=O.CC(C)=O.CC(C)=O.CC(C)=O.CC(C)=O.CO.CO.CO.CO.CO.CO. The spin multiplicity is 1. For the relative energy (zero: lowest compared OMol25 entry of this formula, charge and spin), the calculation gives 20.47 kcal per mole.

---

ORCA calculation (ωB97M-V with the def2-TZVPD basis set) on a 5-piece molecular cluster, C10H28BrO6 overall.

Geometry as XYZ:
```
45
C10H28BrO6 (ωB97M-V with the def2-TZVPD basis set)
Br 0.7607 0.1355 -0.3872
C 5.2120 -0.0400 2.0308
C 4.3576 1.1224 2.4199
C 4.2889 2.1770 1.3518
O 3.0324 0.6644 2.4037
H 5.8553 0.2938 1.2166
H 4.6765 -0.8799 1.5883
H 5.7484 -0.4940 2.8641
H 4.5578 1.4544 3.4387
H 4.0776 1.7080 0.3908
H 5.2174 2.7273 1.1994
H 3.6121 3.0017 1.5753
H 2.5262 0.9370 1.6349
C -3.3423 -3.1589 -1.4100
C -1.8842 -3.3111 -1.1205
C -0.9510 -3.0696 -2.3527
O -1.5135 -2.5465 -0.0250
H -3.5791 -2.4934 -2.2401
H -3.9340 -3.0620 -0.4997
H -3.7561 -4.1443 -1.6245
H -1.7212 -4.3496 -0.8321
H -1.0896 -2.0551 -2.7267
H -1.3582 -3.6686 -3.1673
H 0.0851 -3.3189 -2.1239
H -1.2768 -1.6689 -0.3337
C -2.3913 0.2832 3.1473
C -3.5447 -0.5553 2.5315
O -3.6042 -1.8230 3.1095
O -1.0329 -0.1736 2.7186
H -2.5292 0.4850 4.2095
H -2.4640 1.2803 2.7131
H -3.5142 -0.6948 1.4509
H -4.5401 -0.1767 2.7635
H -4.4959 -1.9118 3.4538
H -0.8443 0.4784 2.0397
C 0.2029 2.7079 -4.0178
C -0.6498 3.1698 -2.7882
O 0.1115 3.3182 -1.5953
O 0.2730 1.2861 -4.0220
H 1.2680 2.9353 -3.9752
H -0.0578 3.1914 -4.9593
H -1.5334 2.5482 -2.6434
H -0.9644 4.1717 -3.0801
H 0.1765 2.4436 -1.2049
H 0.5321 1.0751 -3.1220
```

The HOMO energy comes out at -5.20 eV. The HOMO-LUMO gap is 8.11 eV. The spin multiplicity is 1. For the relative energy (zero: lowest compared OMol25 entry of this formula, charge and spin), the calculation gives 44.04 kcal per mole. The charge is -1.

---

no.,largest force on an atom (eV/A)
1,3.4
2,9.8
3,1.2
4,2.9